Computed, not measured: a cluster of 2 separate species, C17H18FO in total at a distorted geometry, with ωB97M-V with the def2-TZVPD basis set.

Geometry as XYZ:
```
37
Properties=species:S:1:pos:R:3:forces:R:3
C 1.0463 -2.8432 1.1573 0.0 -0.1 -0.1
C 0.7439 -1.4304 1.5834 0.3 -0.2 -0.2
O -0.4830 -1.4488 2.3330 0.0 1.2 0.0
C -0.9571 -0.2350 2.6807 0.1 -0.7 0.7
C -2.0857 -0.1958 3.4286 0.0 0.5 -0.5
H 1.9935 -2.8354 0.6180 0.0 -0.1 0.0
H 1.1317 -3.5076 2.0199 0.0 0.1 -0.1
H 0.2754 -3.2398 0.4902 0.1 0.1 0.1
H 1.5509 -1.0382 2.2185 -0.2 0.0 -0.1
H 0.6290 -0.7895 0.6995 0.0 0.0 0.2
H -0.3453 0.6667 2.4466 -0.5 -0.8 -0.1
H -2.5321 0.7798 3.6186 0.0 -0.4 0.0
H -2.6314 -1.1223 3.6025 0.0 0.4 -0.2
F -0.8797 4.3892 5.8668 0.5 -1.3 0.4
C -0.4659 3.0851 5.9887 -0.5 0.8 -0.1
C 0.8906 2.8031 5.8451 -0.2 -0.4 0.2
C 1.2987 1.4632 5.9347 0.1 0.2 0.1
C 0.3627 0.4528 6.0408 -0.5 0.1 -0.1
C -1.0289 0.7525 6.1012 1.1 0.5 -0.1
C -1.9059 -0.3467 5.8912 0.1 -0.5 0.8
C -3.3007 -0.4282 6.1985 -0.8 -0.5 -0.6
C -3.7951 -1.7275 6.5171 -0.1 0.3 -0.4
C -5.1572 -1.9595 6.6449 0.1 0.3 0.1
C -6.0629 -0.8992 6.4864 0.2 -0.1 0.2
C -5.5984 0.3852 6.1960 0.5 0.3 -0.1
C -4.2341 0.6230 6.0211 -0.2 -0.3 0.1
C -1.4269 2.1096 6.2109 0.4 -0.2 -0.3
H 1.6025 3.6136 5.7064 -0.2 -0.2 0.0
H 2.3567 1.2154 5.9047 -0.2 0.1 0.0
H 0.6708 -0.5960 6.0624 -0.1 0.4 -0.1
H -1.4099 -1.3224 5.7043 -0.3 0.8 0.4
H -3.0761 -2.5420 6.6268 -0.3 0.2 0.0
H -5.5133 -2.9628 6.8622 0.0 0.2 0.0
H -7.1358 -1.0715 6.6122 0.4 0.0 -0.1
H -6.2907 1.2209 6.0823 0.1 -0.3 0.0
H -3.9001 1.5995 5.6696 -0.3 -0.4 0.1
H -2.4556 2.3899 6.3996 0.3 0.1 -0.1
```
Positions in Å, forces in eV/Å.

Results
Energy above the lowest of the compared OMol25 structures with the same formula, charge and spin   0.3453 eV
HOMO level   -12.06 eV
Frontier orbital gap   6.29 eV
E   -22677.10784 eV
Total charge   +1